Here is a gas-phase ion, C7H6N3OS (charge +1) in a non-equilibrium geometry from the Open Molecules 2025 dataset. Energies are from ωB97M-V/def2-TZVPD.

* HOMO energy: -13.6 eV
* frontier orbital gap: 7.7264 eV
* E_LUMO: -5.877 eV
* energy: -907.655620 Eh

```
! wB97M-V def2-TZVPD RIJCOSX def2/J DEFGRID3
* xyz 1 1
C 2.494 0.555 -0.273
C 1.555 0.885 0.756
C 2.177 -0.055 -1.475
C 0.133 0.767 0.519
C 0.761 -0.261 -1.672
C -0.198 0.062 -0.582
C -3.001 0.079 0.823
N 0.210 -1.066 -2.611
N -2.710 -0.897 0.104
N -1.466 -0.362 -1.036
O -3.782 -0.072 1.888
S -1.310 -1.308 -2.451
H 3.549 0.788 -0.036
H 1.869 1.370 1.675
H 2.760 -0.225 -2.307
H -0.643 1.130 1.151
H -2.578 1.069 0.443
H -4.425 0.591 1.986
*
```

Löwdin atomic charge list, values in e, 6 entries:
1. C -0.04
2. C 0.03
3. C 0.05
4. C 0.00
5. C -0.26
6. C -0.23